Entry 1:
{"formula": "C2H2N2O3", "method": "ωB97M-V/def2-TZVPD", "symbols": ["C", "C", "N", "N", "O", "O", "O", "H", "H"], "xyz": [[1.33577, 0.85189, 0.07570], [0.20236, 0.24678, -0.52305], [2.27169, 1.35623, 0.53313], [-1.15898, 0.66607, -0.32605], [-1.85384, 0.26839, -1.24147], [-1.47755, 1.21216, 0.68921], [0.68621, -1.77845, 0.96817], [0.18462, -0.45237, -1.34653], [-0.19027, -2.37070, 1.17090]], "forces_ev_per_angstrom": [[-0.786, -0.085, -0.230], [0.671, 0.495, -0.372], [-0.295, -0.209, -0.129], [1.549, -1.159, -0.191], [-1.240, 0.392, -0.164], [-0.640, 0.824, 0.696], [-2.896, -2.200, 0.791], [0.782, 0.043, 0.191], [2.855, 1.899, -0.591]], "mulliken_spin": [-0.03, 0.65, 0.26, -0.05, 0.10, 0.04, 1.06, 0.00, -0.04], "spin_multiplicity": 3, "orbital_gap_ev": [10.28, 8.94], "lumo_ha": [-0.0039, -0.1093]}

=====

Entry 2:
{"formula": "C2H2N2O4", "method": "ωB97M-V/def2-TZVPD", "symbols": ["O", "C", "N", "C", "O", "O", "N", "O", "H", "H"], "xyz": [[-0.60228, -0.52018, -2.44243], [-0.25688, -0.03938, -1.33826], [-0.42075, 1.07858, -0.77274], [-0.24336, 0.99459, 0.56134], [-0.49612, 2.01354, 1.35530], [0.01380, -0.24863, 1.01923], [-0.27161, -1.15881, -0.25518], [0.65461, -2.15677, 0.04674], [0.11438, 1.98814, 2.33317], [1.50822, -1.95108, -0.50719]], "forces_ev_per_angstrom": [[2.106, 1.967, 2.410], [-2.631, -7.014, -4.237], [0.485, 4.734, 3.729], [-0.449, -2.334, -1.813], [3.166, -0.322, 3.663], [-0.884, 2.161, -0.804], [1.621, 0.499, 3.280], [1.386, 1.203, -3.381], [-2.787, -0.367, -4.324], [-2.013, -0.527, 1.477]], "nbo_charge": [-0.55, 0.70, -0.60, 0.87, -0.62, -0.41, 0.11, -0.49, 0.54, 0.47], "orbital_gap_ev": 9.65, "lumo_ha": -0.0200, "smiles": "O=c1nc(O)on1O"}

=====

Entry 3:
{"formula": "C2H2N2OS2", "method": "ωB97M-V/def2-TZVPD", "symbols": ["C", "C", "N", "N", "O", "S", "S", "H", "H"], "xyz": [[0.08465, 0.94602, -0.05239], [-1.31318, 0.59498, -0.00434], [0.30731, -1.34164, -0.05633], [0.89185, -0.13337, -0.10402], [-2.29907, 1.29480, -0.10707], [2.55598, -0.01955, -0.06824], [-1.36347, -1.27268, -0.07193], [0.29324, 1.99710, 0.08466], [0.84268, -2.06568, 0.37966]], "forces_ev_per_angstrom": [[-1.124, -2.016, 0.166], [-1.060, 0.015, -0.967], [-0.417, 0.887, -0.845], [0.422, 2.193, 1.029], [1.081, -0.889, 0.528], [0.338, -0.281, -0.046], [-0.672, 0.614, 0.329], [1.027, -0.350, -0.355], [0.404, -0.174, 0.161]], "nbo_charge": [-0.14, 0.36, -0.52, -0.17, -0.54, -0.10, 0.40, 0.27, 0.44], "orbital_gap_ev": [7.61, 7.61], "lumo_ha": [-0.0428, -0.0428]}

=====

Entry 4:
{"formula": "C2H2N2OS2", "method": "ωB97M-V/def2-TZVPD", "symbols": ["O", "C", "N", "S", "H", "N", "C", "S", "H"], "xyz": [[-0.01761, 0.95746, 1.51993], [-0.60610, 1.20481, 0.53766], [-1.59303, 1.75656, -0.05205], [-0.21598, 1.54980, -1.18506], [-2.49369, 1.34166, -0.22828], [0.50281, -1.97225, -0.38505], [1.64054, -1.58478, -0.19743], [2.91675, -0.75447, -0.23856], [-0.13369, -2.49880, 0.22884]], "forces_ev_per_angstrom": [[-0.308, -0.866, 0.969], [3.032, -0.075, 0.944], [-2.933, 1.403, -0.796], [0.386, -0.187, -1.111], [-0.139, -0.280, -0.020], [0.283, -0.817, 0.933], [-3.340, -0.396, -0.575], [2.226, 0.771, 0.180], [0.793, 0.446, -0.525]], "nbo_charge": [-0.49, 0.63, -0.68, 0.13, 0.41, -0.69, 0.19, 0.07, 0.42], "orbital_gap_ev": 9.24, "lumo_ha": 0.0030, "smiles": "O=C1NS1.N=C=S"}

=====

Entry 5:
{"formula": "C2H2N2OS2", "method": "ωB97M-V/def2-TZVPD", "symbols": ["O", "C", "C", "N", "S", "N", "S", "H", "H"], "xyz": [[-1.75440, -1.51129, -0.34612], [-0.92287, -0.68459, 0.08669], [0.35895, -1.20036, 0.37541], [1.47983, -0.70505, -0.06948], [1.69912, 0.88618, -0.39313], [0.15785, 1.84938, 0.29805], [-1.16062, 0.89142, -0.56071], [0.12412, -2.32984, 0.55840], [0.01804, 2.80416, 0.05089]], "forces_ev_per_angstrom": [[0.713, 1.206, 1.590], [-2.955, -0.383, -2.907], [2.125, -2.653, 0.250], [-1.897, 0.427, 1.396], [-0.830, 1.418, 0.383], [0.078, -4.798, -0.746], [0.663, 2.094, 1.047], [1.607, 1.787, -0.205], [0.496, 0.901, -0.808]], "nbo_charge": [-0.53, 0.24, -0.04, -0.51, 0.65, -0.87, 0.44, 0.23, 0.39], "orbital_gap_ev": 8.47, "lumo_ha": -0.0301, "smiles": "O=C1C=NSNS1"}

=====

Entry 6:
{"formula": "C2H2N2OS2", "method": "ωB97M-V/def2-TZVPD", "symbols": ["C", "C", "N", "N", "O", "S", "S", "H", "H"], "xyz": [[-2.00232, -0.50583, 0.16150], [1.44580, 0.16289, -0.30078], [-0.69541, -0.67650, 0.10586], [0.16695, 0.29880, -0.10957], [3.98836, 0.00509, -0.45466], [-3.03936, 0.80489, 0.06888], [2.86763, 0.13275, 0.45732], [-2.48516, -1.46619, 0.32595], [-0.24649, 1.24411, -0.25451]], "forces_ev_per_angstrom": [[-2.179, 1.218, 0.058], [-0.370, 0.169, 1.129], [2.456, -1.266, -0.076], [-0.832, 0.550, -0.285], [0.479, -0.109, 0.108], [1.355, -0.402, -0.109], [-1.170, 0.078, -0.958], [0.148, -0.063, 0.015], [0.113, -0.175, 0.119]], "nbo_charge": [-0.11, -0.17, -0.35, -0.22, -0.86, -0.15, 1.22, 0.20, 0.42], "orbital_gap_ev": [6.74, 6.63], "lumo_ha": [-0.0835, -0.0866]}

=====

Energy above the lowest of the compared OMol25 structures with the same formula, charge and spin values (in kcal/mol) by entry order: 85.3; 84.0; 39.6; 36.0; 55.6; 96.2.